Entry 1:
ORCA calculation (ωB97M-V/def2-TZVPD) on a molecular structure, C38H43InN8O5S at a distorted geometry.

```
96
Properties=species:S:1:pos:R:3:lowdin_charge:R:1
C -0.9081 1.5408 4.4838 0.04
O 1.4119 2.5764 3.4133 0.05
C 2.0270 -6.8036 -0.1121 -0.48
C -4.3347 0.8884 -2.4150 -0.06
C 5.2149 -1.8380 2.0633 0.02
N 1.2399 1.4085 1.5057 0.12
C -0.8891 2.7085 -2.8461 -0.15
H 5.5938 -2.8497 1.9214 0.11
H 4.8806 -0.7678 -0.6079 0.15
C 0.2709 -3.5193 -0.5677 -0.11
C 2.8074 -1.4094 1.5047 -0.40
C 2.6599 2.8530 2.7372 -0.04
C -6.1452 1.5413 -3.8537 -0.07
H -4.0954 0.4293 4.2827 0.13
C 0.9657 -4.6874 -0.8114 0.01
H 4.7865 3.5019 1.3475 0.12
N -3.5191 0.3199 0.3541 0.15
H 1.0205 1.6900 -2.7612 0.06
C -4.7842 1.4752 -3.5869 -0.07
C -0.3532 0.3227 -3.6053 -0.18
H -0.1010 -3.7958 2.7873 0.11
C -7.0457 1.0084 -2.9456 -0.05
N 2.3226 -1.4120 2.7472 0.25
H 0.0472 -2.8464 -1.3863 0.08
C 3.2428 2.4294 0.2893 -0.17
H -4.0795 1.8761 -4.3051 0.10
C 2.6562 1.8668 1.5575 -0.21
N 1.9818 -1.2145 0.4565 0.10
H 3.4620 2.6885 3.4507 0.14
C -2.7374 0.7000 2.6490 -0.18
C 1.2390 -5.5703 0.2280 -0.13
H 1.1015 -7.7672 1.2717 0.11
C -2.1654 1.1505 4.9240 0.01
H 1.3170 -1.4432 2.8366 0.10
C 3.4038 2.5310 -2.1162 -0.05
H 0.6241 -0.9161 -2.3138 0.03
H 0.4381 3.3778 -1.2716 0.11
C -4.7165 -0.3203 -0.2468 -0.22
H 0.2593 -0.1917 -4.3461 0.13
H -0.9686 2.3794 0.4841 0.06
C 0.6974 1.8112 2.5984 -0.30
H -6.1821 -1.3636 1.0470 0.14
H 3.2559 0.9909 1.8229 0.14
H 2.8744 -1.7272 3.5263 0.12
C -5.2312 0.3722 -1.4867 -0.18
H 3.0355 2.2333 -3.0897 0.11
O -4.8863 -0.1401 2.0874 0.02
C -0.6400 1.4415 3.1264 -0.19
H -4.4026 -1.3304 -0.5310 0.16
C -3.0984 0.7232 3.9929 0.06
C 0.1531 1.7398 -3.4211 -0.17
H -0.9745 -1.2253 -2.3740 0.09
C 4.5230 3.3432 -2.0184 -0.05
H -1.9475 1.7395 -0.6191 0.06
N -0.2962 -0.4675 -2.3382 -0.01
H 6.0108 -1.1270 1.8456 0.11
H 1.0983 -5.8970 2.3524 0.12
C 4.3765 3.2369 0.3798 -0.02
N -0.9756 2.0389 -0.4688 -0.01
H -0.9548 3.6017 -3.4659 0.13
C -0.1277 -3.1943 0.7277 -0.65
N -1.5209 1.0222 2.2329 0.10
H 4.9279 -1.7151 3.1045 0.09
H 2.6576 3.8939 2.4165 0.14
H 1.8933 1.4556 -1.0504 0.05
C 4.2028 -1.5507 -0.2626 0.01
H 5.0165 3.6980 -2.9126 0.12
H -2.4175 1.1952 5.9745 0.13
H -7.3145 -0.0015 -1.0865 0.11
N 4.0857 -1.5847 1.1848 -0.07
C 2.7681 2.0873 -0.9648 -0.07
H -6.4991 1.9975 -4.7679 0.11
H -3.2740 0.8111 -2.2097 0.07
H 0.5208 2.1131 -4.3763 0.13
H 1.3060 -4.9394 -1.8071 0.13
H -8.1072 1.0436 -3.1500 0.12
H -1.2060 4.0054 -1.1605 0.13
H -1.8831 2.2503 -2.8693 0.09
C 5.0053 3.6997 -0.7653 -0.04
C 2.7747 -1.2562 -0.6611 -0.46
C -3.7154 0.3017 1.6048 -0.36
C -0.6137 3.1256 -1.4160 -0.19
C 0.8517 -5.2468 1.5210 -0.01
H -6.4715 0.3855 0.8812 0.13
H -0.1541 1.9022 5.1663 0.13
H 5.8753 4.3364 -0.6799 0.12
H -1.3783 0.3219 -3.9707 0.12
C 0.1895 -4.0519 1.7761 -0.11
O 1.8350 -7.8906 0.6557 0.14
In -0.0661 0.0131 -0.0630 0.74
H 4.5324 -2.5094 -0.6698 0.16
C -5.7112 -0.3930 0.9227 -0.06
S -1.1499 -1.7913 1.0964 0.72
O 2.8047 -6.8228 -1.0207 0.14
O 2.3874 -1.0427 -1.7943 0.05
C -6.5911 0.4254 -1.7695 -0.03
```

Results
Kohn-Sham gap in eV: 7.90
ΔE to the lowest compared entry with this formula, charge and spin in kcal/mol: 21.5
E_HOMO in Ha: -0.488
Charge: +2
Electronic energy in eV: -78262.105



Entry 2:
ORCA calculation (ωB97M-V/def2-TZVPD) on a molecular structure, C38H44AgN4P.

```
88
Properties=species:S:1:pos:R:3:lowdin_charge:R:1
H -1.4184 1.0139 -5.5725 0.09
H 3.1828 2.3784 -1.6562 0.12
C 1.5859 -3.7373 0.6610 -0.08
H 2.3045 -1.2978 3.7584 0.09
H -2.3762 -3.0236 1.6763 0.08
C 0.7159 0.1409 3.6831 -0.33
H 3.1152 -0.9859 -0.3609 0.13
C 4.4759 -0.0317 1.0769 -0.04
C -2.3675 -1.6252 6.2538 -0.09
Ag -0.1161 0.0622 -0.3170 0.60
C -1.4418 -1.1845 5.3154 -0.10
H -4.0916 -2.6504 1.8992 0.08
H -1.1472 1.9448 2.5876 0.04
H 0.6664 -2.9401 4.3050 0.10
H -2.8054 7.7045 2.4462 0.09
H -2.1811 -1.4651 7.3095 0.10
C -3.7366 -2.4645 4.4796 -0.06
C -3.3597 5.8102 1.5911 -0.10
C 0.6157 -2.7269 0.8847 -0.37
C -0.6830 2.0795 -0.1621 -0.18
C 3.0853 -0.2240 0.4177 -0.14
H 0.8570 3.1895 5.1812 0.11
N 1.3028 0.2261 -3.0491 0.16
C -1.6495 -1.3679 3.9477 -0.31
H -1.1981 -2.1477 -0.0363 -0.01
H 3.0473 2.3117 5.9293 0.10
H 3.7668 0.0491 5.2059 0.10
H 1.7136 1.7226 1.5683 0.10
N 4.8462 1.4231 0.9266 -0.09
H 2.8650 -5.2485 1.4641 0.09
C -2.9120 4.6240 1.0291 -0.05
H 3.6702 0.7117 -1.9328 0.10
C 2.4073 1.7103 5.2931 -0.11
C -3.0793 -2.2801 2.0632 -0.07
C -0.3763 1.0249 -5.9034 -0.05
C -3.5206 -2.2687 5.8360 -0.09
H -0.3071 1.5669 -6.8441 0.08
C 0.3193 1.4381 4.0789 -0.29
H 5.7404 1.5753 1.3781 0.18
H -0.3795 7.2900 2.1884 0.09
C 1.7959 -4.2167 3.0175 -0.12
C -0.6428 5.3577 1.2990 -0.06
C 2.1580 -4.4573 1.6900 -0.11
C 3.5811 1.4850 -1.1754 -0.16
H -0.0517 0.0001 -6.0642 0.09
H 4.4609 -0.2596 2.1406 0.12
H 5.2291 2.8372 -0.5751 0.13
C 1.9818 -0.3113 4.0641 -0.10
C 4.9615 1.7832 -0.5261 -0.06
H -4.4235 5.9816 1.7079 0.10
C -2.4541 6.7774 2.0092 -0.11
C -1.0816 3.1388 0.3033 -0.23
C 0.4046 -2.3731 2.2527 -0.35
C -1.0933 6.5435 1.8613 -0.10
N 2.6395 1.0363 -0.1650 -0.18
H 0.0781 -2.6581 -1.1664 0.02
H 3.7770 2.0463 2.6324 0.11
C 0.2242 3.0621 -4.5861 -0.05
H 0.4192 5.1757 1.1909 0.10
H -0.5470 -0.6876 5.6683 0.10
C 0.9709 0.8972 -3.9323 -0.30
H -0.1983 3.5435 -5.4644 0.08
C 2.8139 0.4524 4.8782 -0.12
C 1.1769 2.1992 4.8724 -0.05
H -4.6381 -2.9708 4.1481 0.11
C -1.5425 4.3758 0.8673 -0.29
H -4.2465 -2.6175 6.5604 0.10
C 0.9285 -3.1703 3.2768 -0.13
H -2.9406 -1.3683 1.4772 0.07
C 2.4672 2.0565 0.8613 -0.15
H -1.1097 3.0473 3.9757 0.08
C 3.8172 2.3091 1.5812 -0.05
H 2.3568 -0.5483 1.1588 0.09
P -0.4760 -0.8105 2.6218 1.09
C -1.0169 2.0034 3.6726 -0.06
C -0.1226 -2.1440 -0.2290 -0.26
H -3.6158 3.8661 0.7093 0.11
N 0.5023 1.6629 -4.9213 -0.21
H 5.2586 -0.6142 0.5930 0.13
H -1.8327 1.4401 4.1327 0.08
C -2.8230 -2.0251 3.5270 -0.27
H 2.0831 2.9614 0.3922 0.11
H 1.1485 3.5756 -4.3235 0.08
H 5.7665 1.1909 -0.9555 0.13
H 4.1659 3.3366 1.4807 0.13
H -0.4792 3.1551 -3.7548 0.09
H 2.1864 -4.8281 3.8225 0.09
H 1.8267 -3.9894 -0.3675 0.10
```

Results
Kohn-Sham gap in eV: 5.17
ΔE to the lowest compared entry with this formula, charge and spin in kcal/mol: 4.5
E_HOMO in Ha: -0.210
Charge: 0
Electronic energy in eV: -59363.639



Entry 3:
ORCA calculation (ωB97M-V/def2-TZVPD) on a molecular structure, C38H45AsLaN2O6PS3 at a distorted geometry.

```
97
Properties=species:S:1:pos:R:3:lowdin_charge:R:1
C 1.4030 -0.7621 -5.3664 -0.47
H -0.3605 2.5830 6.0219 0.11
C 3.1173 -3.9051 -2.8190 -0.41
H 1.2052 -4.9347 -2.7102 0.08
H -2.3926 0.7378 1.9112 0.04
H 2.3923 -5.6386 -3.8317 0.09
H -3.2264 -3.2295 5.7969 0.11
C -1.9146 1.1622 2.7703 -0.09
C -1.8642 -2.2995 4.4221 -0.10
N 0.4122 2.0145 0.4547 0.01
H -1.0198 -3.5301 1.3732 0.10
C -2.3883 -4.4534 2.7391 -0.07
C -3.0068 -4.3710 3.9798 -0.07
C -1.5019 -3.4650 2.3357 -0.12
H -2.8407 5.5896 -0.5457 0.08
H 1.5616 1.2153 -4.4981 0.05
C 2.8320 -1.0655 3.1933 -0.07
O -0.5622 2.3851 -1.5051 -0.11
H 2.8959 -0.3977 2.3562 0.09
S 2.2264 0.1403 -1.8104 0.28
C 1.6039 4.5370 -1.5717 -0.15
S -0.2055 -2.0436 -2.6768 0.24
C -0.7932 0.5669 3.3375 -0.32
C 3.9099 -2.3931 4.8929 -0.08
C -0.7961 2.1853 5.1115 -0.07
H 0.5586 -2.7903 5.0377 0.09
C -4.0348 0.4709 -1.7164 -0.13
O 2.6762 -2.6388 -2.2164 -0.31
H -0.4656 6.1796 -1.0336 0.12
C 1.8010 0.6974 -5.4247 -0.05
C -5.3726 -1.3524 -0.9359 -0.13
C 3.9880 -1.5105 3.8209 -0.06
C -2.0279 4.9524 -0.1856 -0.06
C 2.6723 -2.8461 5.3305 -0.07
C 1.7043 -1.4916 -6.6524 -0.05
As 0.0076 -1.0432 2.6594 1.27
C 0.4334 4.3221 -0.5697 -0.31
P 1.7178 -1.5170 -2.7805 -0.17
C 1.5875 -1.5044 3.6507 -0.29
H -0.9735 4.8494 -2.0771 0.12
H 4.8637 -4.5703 -3.8719 0.08
H 0.6603 0.6252 4.9265 0.10
H -3.1192 1.0287 -1.7292 0.06
H 1.7135 4.1640 2.5457 0.16
H -2.3446 3.6747 5.0094 0.11
H -3.7033 -5.1443 4.2897 0.11
H 4.9554 -1.1692 3.4636 0.11
H -2.3880 3.9178 -0.2124 0.07
H 4.8183 -2.7400 5.3799 0.11
H -4.9704 1.8180 -3.1067 0.10
O 1.6778 1.7526 2.3496 0.05
H 2.9188 2.8498 -1.0902 0.03
H 3.6743 4.1245 -2.0334 0.08
C -4.1470 -0.6795 -0.9158 -0.67
La -0.3894 -0.0878 -0.6235 1.41
S -2.8230 -1.2983 0.1077 0.47
H 1.5271 -4.1560 -4.2673 0.06
C 4.2697 -3.6580 -3.7751 -0.05
H 2.7788 -1.4388 -6.8703 0.09
H -3.3345 2.7548 2.9333 0.11
H 3.9083 -3.3663 -4.7626 0.07
H -1.6841 -1.4562 5.0685 0.10
C 0.0779 2.8519 -0.5425 -0.51
C 0.8786 4.8238 0.7931 -0.41
C -0.2280 1.0741 4.5079 -0.10
C 1.9853 -4.7024 -3.4399 -0.07
H -2.6057 -5.2818 2.0730 0.11
H 1.2515 4.1405 -2.5260 0.12
C -6.2984 0.2378 -2.5086 -0.11
H 3.3851 4.3699 -0.3139 0.08
O 0.9301 6.0032 1.0702 0.11
C -2.4621 2.2878 3.3743 -0.06
H -5.4827 -2.2435 -0.3258 0.09
H -1.8346 5.2277 0.8597 0.08
C -5.0916 0.9226 -2.5020 -0.10
H 1.4121 -2.5429 -6.5798 0.08
N 1.2919 3.8538 1.6877 0.22
C 1.5086 -2.4125 4.7029 -0.08
H 1.7041 5.6170 -1.6776 0.12
H 2.8785 0.7867 -5.6015 0.09
C -1.2442 -2.3935 3.1763 -0.33
H -7.3728 -1.4471 -1.7183 0.10
C -1.9071 2.7984 4.5391 -0.07
C -0.7718 5.1355 -1.0450 -0.18
H 1.2655 1.1863 -6.2496 0.09
O 2.1475 -1.4715 -4.3187 -0.32
C -6.4312 -0.9013 -1.7224 -0.10
O 0.4247 -1.2274 1.0194 -0.70
H 2.6065 -3.5521 6.1535 0.11
C -2.7436 -3.2948 4.8262 -0.07
H -7.1252 0.5868 -3.1201 0.10
H 0.3453 -0.8559 -5.1357 0.10
C 2.9655 3.9319 -1.2228 -0.07
H 4.9153 -2.8635 -3.3941 0.09
H 3.4858 -4.4419 -1.9573 0.13
H 1.1553 -1.0326 -7.4834 0.09
C 1.1626 2.4777 1.5178 -0.51
```

Results
Kohn-Sham gap in eV: 7.73
ΔE to the lowest compared entry with this formula, charge and spin in kcal/mol: 6.5
E_HOMO in Ha: -0.269
Charge: 0
Electronic energy in eV: -158903.456



Entry 4:
ORCA calculation (ωB97M-V/def2-TZVPD) on a molecular structure, C38H45BF6N4O7PdS6SbTe.

```
110
Properties=species:S:1:pos:R:3:mulliken_spin:R:1
C -1.1778 0.4256 5.2889 0.00
C 3.1598 4.4090 -0.5366 0.00
H -3.3453 -2.9676 -2.5442 -0.04
O -0.1989 -1.0253 3.8628 0.00
C -6.0380 1.8006 1.2647 0.00
C -1.1554 -5.0870 -5.9108 0.03
C -1.2844 -6.0984 -7.0157 0.00
O 1.3375 6.2447 -0.9285 0.00
C -0.0718 -4.2150 -5.8772 -0.01
C -0.1622 -0.5082 5.1261 0.00
H 0.3632 -5.1349 -2.4628 0.00
S -4.7585 2.5278 0.3710 0.00
Te -0.7463 -1.8114 -2.2590 0.85
C -1.1404 -1.3333 1.1195 -0.11
C 3.8463 4.5123 -1.8890 0.00
N -0.6038 5.3137 1.3574 0.00
C -0.5064 0.7682 7.5298 0.00
O -1.8904 0.5584 4.1278 -0.02
F 3.1649 2.9171 2.1076 0.00
H 1.9221 4.6011 1.7819 0.00
O 3.5125 6.9670 0.0143 0.00
C -4.5804 -2.7054 0.9366 -0.01
C 0.4451 6.2149 1.8660 0.00
C 2.1471 -1.3454 -1.5866 -0.07
H -0.9179 2.8295 3.5140 0.00
C -0.9041 -3.1853 -3.8764 0.03
F 4.2999 0.1489 2.5457 0.00
H 5.7594 -3.0436 -0.4461 0.00
F 3.9521 1.3706 0.2006 0.00
C -1.8073 4.1741 -0.1008 0.01
H 4.0776 -0.8689 -0.8332 0.00
H -2.9823 -5.6358 -4.9430 0.00
H 2.8522 -4.9405 -0.3230 0.00
H -4.0397 -2.3812 1.8242 0.00
C -3.1068 -3.9839 -2.8625 0.10
H 4.2902 3.5441 -2.1190 0.00
H 2.3216 3.7072 -0.5453 0.00
H 1.5062 -1.5239 5.9986 0.00
C 1.9419 0.0403 -2.1179 0.06
H 0.9938 -1.3136 -4.6764 -0.01
H -0.5779 -4.4852 -1.1237 0.00
C 3.6170 -2.9454 -0.5104 0.02
C -0.2411 3.5752 3.1076 -0.01
H 0.2794 7.1898 1.4236 0.00
C 1.2664 -2.3431 -4.9180 0.06
H 2.0290 -2.6509 -4.2005 0.00
F 0.6053 2.1936 -0.1203 0.21
H -0.9195 -3.0715 2.3295 0.00
H -2.3829 3.8664 -0.9535 0.01
N -1.4884 3.3374 0.9328 0.00
H -2.8231 -4.5518 -1.9713 -0.01
O -1.3754 7.6639 -0.0013 0.00
H -0.1683 4.4109 3.8028 0.00
O -1.9839 6.4692 -1.6946 0.00
C -2.1213 -4.9761 -4.9228 -0.01
H -4.0252 -4.4212 -3.2523 0.00
H 1.1825 -0.3644 8.1876 0.00
C 0.0749 -3.2618 -4.8797 -0.06
H -0.3557 -6.6551 -7.1474 0.00
C 0.6985 -0.8212 6.1488 0.00
H -4.2619 -3.7116 0.6648 0.00
H 0.9007 0.3735 -2.0534 0.00
H 4.6343 5.2651 -1.8754 0.00
H 2.5335 0.7560 -1.5496 0.00
C -1.2827 5.3912 0.1569 0.00
C -4.0094 1.0668 -0.2374 -0.04
H 2.2510 0.0860 -3.1674 0.00
H 5.0070 -2.5275 1.0549 0.00
C 0.5095 -0.1598 7.3645 0.00
H 4.9529 -4.2396 0.5799 0.00
S 2.4695 5.9688 -0.0686 0.00
H 0.6800 -4.2726 -6.6577 0.00
O -1.8911 -0.7476 2.1048 0.04
H -1.6961 -3.3667 0.7637 -0.03
C -0.9055 -2.8068 1.2738 0.12
H -5.6526 -2.7219 1.1211 0.00
H 3.8401 4.1030 0.2572 0.00
H -2.1716 1.8066 6.5917 0.00
H 1.7130 -2.3403 -5.9115 0.00
C -2.0204 -4.0302 -3.9063 -0.12
F -0.3032 0.8656 2.4093 0.02
C 1.1884 -2.3562 -1.7004 0.14
H 0.3066 6.3038 2.9424 0.00
H -2.0834 -6.8096 -6.8102 0.00
H 0.0586 -3.0750 0.8468 -0.03
S -4.1516 -1.6598 -0.4734 0.03
H 0.7115 -5.6319 -0.8024 0.00
H -0.6221 1.2700 8.4824 0.00
H 0.7398 3.1003 3.0326 0.00
N -1.5521 6.5973 -0.5667 0.00
C -0.7696 4.0451 1.8023 0.01
Sb 2.7275 1.0338 1.8336 0.00
S -7.1650 2.6225 2.1250 0.00
H -1.5073 -5.6070 -7.9648 0.00
N -0.6779 -0.6438 0.1698 0.02
C -1.3782 1.0788 6.4816 0.00
C 3.3582 -1.6662 -0.9862 0.00
C 1.8568 5.6737 1.5997 0.00
B -1.1120 -0.1616 3.1634 0.04
H 2.5819 6.1627 2.2488 0.00
C 2.6577 -3.9381 -0.6899 0.01
C 1.4304 -3.6715 -1.2841 -0.11
F 2.2230 1.2326 3.7584 0.00
S -6.0186 0.0702 1.1524 0.01
C 0.4280 -4.7872 -1.4295 0.02
H 3.1336 4.7678 -2.6739 0.00
C -4.6204 -0.0812 0.1239 0.08
C 4.9053 -3.2148 0.2115 0.00
Pd -1.1167 1.2490 0.5368 0.67
S -2.5955 1.2135 -1.2655 0.06
```

Results
Kohn-Sham gap (spin up / spin down) in eV: 6.57 / 3.98
ΔE to the lowest compared entry with this formula, charge and spin in kcal/mol: 0.0
E_HOMO (spin up / spin down) in Ha: -0.203 / -0.204
Charge: -1
Electronic energy in eV: -159738.623
Spin multiplicity: 3